No. 1
Below is a single C3H4ClF molecule in a non-equilibrium geometry, with properties calculated with ωB97M-V/def2-TZVPD.

## Properties
total charge	0
ΔE to the lowest compared entry with this formula, charge and spin	46.2	kJ/mol
structure (SMILES)	C/C(Cl)=C\F
gap between HOMO and LUMO	10.276	eV

Element x y z (Å)
C: 0.1698 1.1167 -0.0159
C: 0.4090 -0.4110 0.0223
C: -0.6825 -1.1829 -0.0540
H: 0.7154 1.4527 0.8606
H: 0.7886 1.5148 -0.8030
H: -0.8395 1.4192 0.0152
H: -0.6745 -2.2338 -0.1148
F: -1.9340 -0.8217 0.0609
Cl: 2.0479 -0.8540 0.0287

Results of the natural (NBO) charge analysis, in e, for atoms 1 through 4: -0.6446 -0.1366 0.2167 0.2177

=====

No. 2
Below is a single C22H23N5O6 molecule in a non-equilibrium geometry, with properties calculated with ωB97M-V/def2-TZVPD.

## Properties
total charge	0
ΔE to the lowest compared entry with this formula, charge and spin	18.7	kJ/mol
structure (SMILES)	Cc1nn(-c2ccccc2)c(C)c1NC(=O)COC(=O)c1cc([N+](=O)[O-])ccc1NCCO
gap between HOMO and LUMO	7.823	eV

Element x y z (Å)
C: 1.8323 -2.5302 3.1116
C: 0.6452 -1.6418 3.1022
N: 0.3146 -0.9282 4.1593
N: -0.7477 -0.1799 3.8294
C: -1.1409 -0.4164 2.5492
C: -0.2616 -1.3639 2.0504
N: -0.3179 -1.8346 0.7329
C: 0.0198 -3.0524 0.2678
O: 0.4101 -3.9908 0.9243
C: -0.1783 -3.1757 -1.2591
H: -1.2529 -3.1448 -1.4771
H: 0.2447 -4.1279 -1.5819
O: 0.4940 -2.1744 -2.0171
C: -0.1155 -1.0099 -2.2167
O: -1.2018 -0.7473 -1.7122
C: 0.6499 -0.0887 -3.0627
C: 1.7814 -0.5492 -3.7224
C: 2.5382 0.3065 -4.5043
C: 2.1832 1.6561 -4.6203
C: 1.0756 2.1291 -3.9743
C: 0.2595 1.2794 -3.1915
N: -0.8495 1.7295 -2.5962
H: -1.3448 1.0692 -2.0024
C: -1.2970 3.0970 -2.5404
C: -2.6841 3.1370 -1.9054
O: -2.5798 2.6618 -0.5805
H: -3.4546 2.6527 -0.1789
H: -3.3691 2.5062 -2.4882
H: -3.0566 4.1699 -1.9203
H: -1.3563 3.5247 -3.5463
H: -0.6118 3.7032 -1.9341
H: 0.8135 3.1701 -4.0641
H: 2.7991 2.3039 -5.2254
N: 3.6881 -0.1855 -5.1930
O: 3.9511 -1.3677 -5.0892
O: 4.3372 0.6080 -5.8482
H: 2.0784 -1.5826 -3.6313
H: -0.8109 -1.2174 0.0957
C: -2.3250 0.1828 1.8781
H: -3.0822 0.4571 2.6095
H: -2.7549 -0.5424 1.1886
H: -2.0503 1.0689 1.3025
C: -1.2952 0.6832 4.7858
C: -1.2868 0.2831 6.1192
C: -1.8118 1.1120 7.0910
C: -2.3491 2.3415 6.7439
C: -2.3365 2.7481 5.4208
C: -1.8050 1.9302 4.4394
H: -1.7611 2.2728 3.4180
H: -2.7331 3.7154 5.1491
H: -2.7654 2.9856 7.5036
H: -1.8058 0.7968 8.1236
H: -0.8571 -0.6741 6.3675
H: 2.2321 -2.5812 4.1199
H: 1.5623 -3.5239 2.7609
H: 2.5978 -2.1376 2.4423

Results of the natural (NBO) charge analysis, in e, for atoms 1 through 4: -0.6507 0.1469 -0.2740 -0.1970

=====

No. 3
Below is 2 unconnected molecules or ions with the total composition C19H20N2O3 in a non-equilibrium geometry, with properties calculated with ωB97M-V/def2-TZVPD.

## Properties
total charge	0
ΔE to the lowest compared entry with this formula, charge and spin	372.4	kJ/mol
gap between HOMO and LUMO	4.833	eV

Element x y z (Å)
C: 4.9850 -0.5842 0.6525
C: 3.9018 -1.5351 0.1904
O: 2.9602 -1.6751 1.2239
C: 1.8639 -2.3716 0.8226
N: 1.0096 -2.6633 1.8376
C: -0.0881 -3.4320 1.7680
C: -0.7399 -3.7117 3.0751
O: -0.5632 -3.9180 0.7667
O: 1.7133 -2.7105 -0.3329
H: 5.7626 -0.4079 -0.0917
H: 4.5369 0.3717 0.9257
H: 5.4524 -0.9714 1.5591
H: 3.3695 -1.1835 -0.7063
H: 4.2928 -2.5386 -0.0327
H: -0.2628 -3.1271 3.8581
H: -1.7971 -3.4649 3.0423
H: -0.6427 -4.7655 3.3225
C: -1.8924 -0.6225 1.1397
C: -0.9295 0.1894 0.3905
N: -0.9393 0.3040 -0.9550
C: -0.1010 1.2215 -1.6575
C: 0.8254 2.1495 -1.1888
C: 1.4710 2.9669 -2.0922
C: 1.2121 2.8713 -3.4606
C: 0.2978 1.9625 -3.9430
C: -0.3695 1.1332 -3.0368
C: -1.3934 0.1362 -3.2153
C: -1.7331 -0.3650 -1.9410
C: -2.7149 -1.3485 -1.8373
C: -3.3442 -1.8019 -2.9778
C: -3.0092 -1.2965 -4.2339
C: -2.0372 -0.3322 -4.3645
H: -1.7460 -0.5521 2.2195
H: -2.9098 -0.2957 0.9218
H: -1.8038 -1.6719 0.8608
H: -0.1943 0.7670 0.9219
H: 1.0155 2.2312 -0.1340
H: 2.1796 3.6958 -1.7356
H: 1.7297 3.5222 -4.1455
H: 0.0835 1.8843 -4.9942
H: -2.9726 -1.7539 -0.8775
H: -4.1079 -2.5582 -2.8982
H: -3.5170 -1.6660 -5.1087
H: -1.7664 0.0661 -5.3262

Results of the natural (NBO) charge analysis, in e, for atoms 1 through 4: -0.6232 -0.0704 -0.5253 0.8530

=====

No. 4
Below is a molecular structure, C60H48O2P3SScSiTe, with properties calculated with ωB97M-V/def2-TZVPD.

## Properties
total charge	0
gap between HOMO and LUMO	6.911	eV

Element x y z (Å)
Sc: -0.8366 0.0638 -0.3057
C: -0.5759 3.5768 -5.0589
C: -0.6515 4.5755 -4.1002
C: -0.3529 4.2984 -2.7725
C: 0.0193 3.0139 -2.3919
C: 0.1095 2.0215 -3.3646
C: -0.1881 2.2958 -4.6888
P: 0.4832 2.5230 -0.6858
C: 0.1108 3.9440 0.3737
C: 1.0435 4.3673 1.3179
C: 0.7074 5.3505 2.2379
C: -0.5573 5.9178 2.2192
C: -1.4944 5.4899 1.2879
C: -1.1717 4.4974 0.3782
C: 2.2887 2.4702 -0.9379
C: 3.0108 3.5586 -1.4206
C: 4.3189 3.3844 -1.8367
C: 4.8919 2.1171 -1.7986
C: 4.1764 1.0407 -1.2977
C: 2.8679 1.2007 -0.8341
Si: 1.8959 -0.0481 0.2401
C: 2.4311 0.7175 1.9127
C: 3.7423 1.1223 2.1817
C: 4.0631 1.8259 3.3298
C: 3.0640 2.1689 4.2327
C: 1.7571 1.7834 3.9915
C: 1.4433 1.0508 2.8472
P: -0.2388 0.4174 2.5009
C: -1.3220 1.3757 3.6026
C: -1.3591 1.2181 4.9887
C: -2.1762 2.0253 5.7623
C: -2.9611 3.0013 5.1610
C: -2.9313 3.1638 3.7855
C: -2.1194 2.3493 3.0099
C: -0.1453 -1.2564 3.2567
C: -1.2242 -1.8146 3.9408
C: -1.1689 -3.1212 4.3991
C: -0.0451 -3.9009 4.1654
C: 1.0326 -3.3569 3.4847
C: 0.9853 -2.0426 3.0429
C: 2.7429 -1.7264 -0.0506
C: 4.0158 -2.0831 0.4089
C: 4.6088 -3.2771 0.0377
C: 3.9507 -4.1428 -0.8315
C: 2.6876 -3.8195 -1.2894
C: 2.0710 -2.6362 -0.8745
P: 0.3911 -2.2099 -1.4592
C: 0.6792 -2.1210 -3.2623
C: 1.6814 -1.2443 -3.6824
C: 1.9392 -1.0601 -5.0300
C: 1.1997 -1.7548 -5.9785
C: 0.2084 -2.6323 -5.5679
C: -0.0547 -2.8148 -4.2164
C: -0.6448 -3.6758 -1.1753
C: -0.2617 -4.7617 -0.3921
C: -1.1439 -5.8126 -0.1813
C: -2.4072 -5.7899 -0.7520
C: -2.8069 -4.6945 -1.5048
C: -1.9416 -3.6320 -1.6936
H: -0.8136 3.7957 -6.0918
H: -0.9416 5.5788 -4.3842
H: -0.4118 5.0906 -2.0392
H: 0.4147 1.0161 -3.0956
H: -0.1176 1.5044 -5.4244
H: 2.0299 3.9180 1.3452
H: 1.4369 5.6692 2.9711
H: -0.8177 6.6852 2.9363
H: -2.4873 5.9214 1.2791
H: -1.9167 4.1334 -0.3188
H: 2.5424 4.5334 -1.4976
H: 4.8839 4.2262 -2.2157
H: 5.9059 1.9745 -2.1517
H: 4.6470 0.0643 -1.2532
H: 4.5257 0.9227 1.4592
H: 5.0869 2.1288 3.5109
H: 3.3030 2.7410 5.1201
H: 0.9814 2.0663 4.6894
H: -0.7503 0.4580 5.4628
H: -2.2028 1.8922 6.8361
H: -3.6013 3.6286 5.7678
H: -3.5468 3.9153 3.3093
H: -2.1179 2.4642 1.9316
H: -2.1249 -1.2375 4.0969
H: -2.0170 -3.5335 4.9303
H: -0.0100 -4.9244 4.5149
H: 1.9199 -3.9485 3.2973
H: 1.8519 -1.6382 2.5381
H: 4.5557 -1.4140 1.0692
H: 5.5934 -3.5310 0.4104
H: 4.4219 -5.0653 -1.1447
H: 2.1697 -4.4895 -1.9663
H: 2.2737 -0.7036 -2.9500
H: 2.7194 -0.3753 -5.3375
H: 1.4010 -1.6162 -7.0328
H: -0.3669 -3.1827 -6.3010
H: -0.8282 -3.5075 -3.9154
H: 0.7165 -4.7871 0.0683
H: -0.8389 -6.6496 0.4338
H: -3.0926 -6.6115 -0.5878
H: -3.8084 -4.6480 -1.9125
H: -2.2793 -2.7524 -2.2318
C: -3.6953 1.1076 -2.9216
C: -2.5471 0.8604 -1.9972
O: -2.2539 1.6592 -1.0741
O: -1.8366 -0.1929 -2.1460
H: -3.2983 1.3170 -3.9165
H: -4.2914 1.9472 -2.5761
H: -4.3023 0.2049 -2.9844
Te: -3.1941 -0.6438 1.1874
C: -4.3402 -2.2411 0.4537
C: -4.6175 -3.4156 1.0929
C: -5.5896 -4.2065 0.4214
C: -6.0363 -3.6269 -0.7262
S: -5.2718 -2.1141 -0.9827
H: -4.1456 -3.6953 2.0237
H: -5.9415 -5.1636 0.7799
H: -6.7661 -4.0066 -1.4219

Results of the Löwdin charge analysis, in e, for atoms 1 through 4: 0.3111 -0.0832 -0.0756 -0.0762

=====

No. 5
Below is 6 unconnected molecules or ions with the total composition C19H25FO18 in a non-equilibrium geometry, with properties calculated with ωB97M-V/def2-TZVPD.

## Properties
total charge	0
ΔE to the lowest compared entry with this formula, charge and spin	0.0	kJ/mol
structure (SMILES)	O=C1OC[C@@H](F)O1.C[C@H]1COC(=O)O1.O=C1OCCO1.O=C1OCCO1.O=C1OCCO1.O=C1OCCO1
gap between HOMO and LUMO	10.691	eV

Element x y z (Å)
C: 9.2949 -4.2589 15.4544
C: 8.5135 -4.2246 16.7946
O: 7.4685 -3.2965 16.5130
C: 7.5251 -2.8355 15.2669
O: 6.6953 -2.2002 14.7151
O: 8.6454 -3.3063 14.6301
H: 9.3468 -5.2412 14.9882
H: 10.3154 -3.9216 15.6417
H: 9.1694 -3.7906 17.5451
H: 8.0816 -5.1665 17.1116
C: 6.0454 3.3026 19.6777
C: 5.3794 4.6886 19.8289
O: 4.5692 4.8052 18.6770
C: 4.4253 3.5931 18.0791
O: 3.6595 3.3579 17.2101
O: 5.2927 2.7054 18.6158
H: 5.8609 2.6735 20.5446
H: 7.0979 3.3654 19.4115
H: 6.1176 5.4879 19.7950
H: 4.8289 4.7667 20.7656
C: 5.1588 -4.8481 20.9979
C: 5.7302 -3.7421 20.0795
O: 4.5560 -3.1421 19.5909
C: 3.5056 -4.0104 19.7478
O: 2.3947 -3.7985 19.4167
O: 3.9551 -5.1644 20.3247
H: 4.9711 -4.4807 22.0094
H: 5.8317 -5.7019 21.0521
H: 6.3498 -4.2028 19.3119
H: 6.2949 -3.1078 20.7647
C: 4.8728 0.0057 23.4699
C: 4.2678 0.8458 22.3553
O: 3.0892 0.1417 21.9783
C: 2.8303 -0.8273 22.8932
O: 1.8895 -1.5391 22.8745
O: 3.8018 -0.8632 23.8309
H: 5.0888 0.5870 24.3655
H: 5.7874 -0.5139 23.1814
H: 4.8571 1.0047 21.4526
H: 4.0455 1.8695 22.6761
C: 11.9485 -4.7147 22.0004
C: 10.5283 -4.4087 22.3793
C: 9.9385 -3.1173 21.8213
O: 9.3586 -3.5521 20.5880
C: 9.1417 -4.8908 20.6476
O: 8.5288 -5.5209 19.8465
O: 9.6392 -5.3914 21.8078
H: 12.6274 -3.8812 22.2110
H: 12.1281 -4.9726 20.9540
H: 12.3709 -5.5465 22.5674
H: 10.4083 -4.4538 23.4609
H: 10.7131 -2.3764 21.6379
H: 9.1635 -2.7087 22.4694
C: 7.7434 -1.1469 19.1537
C: 7.7813 0.2826 19.6874
O: 9.1074 0.6433 19.4360
C: 9.4533 0.0443 18.2409
O: 10.2884 0.4226 17.5023
O: 8.6741 -1.0416 18.0694
F: 7.5393 0.2551 21.0463
H: 6.8031 -1.4007 18.6636
H: 7.9812 -1.8968 19.9008
H: 6.9934 0.9198 19.2919

Results of the natural (NBO) charge analysis, in e, for atoms 1 through 4: -0.0979 -0.0936 -0.4980 0.9744

=====

No. 6
Below is a single C6H9NS molecule in a non-equilibrium geometry, with properties calculated with ωB97M-V/def2-TZVPD.

## Properties
total charge	0
ΔE to the lowest compared entry with this formula, charge and spin	502.8	kJ/mol
structure (SMILES)	C=C1CN[C@@H]2C[C@@]12S
gap between HOMO and LUMO	9.377	eV

Element x y z (Å)
C: -0.6981 -0.1504 0.0644
C: -1.2847 -1.5924 0.1304
C: 0.1449 -1.3909 0.4042
C: 1.6537 0.2871 0.4209
C: 0.0980 0.8515 0.7742
C: -0.1404 1.7753 1.7091
H: -1.7544 1.2598 -1.2278
H: -1.8378 -1.8720 1.0735
H: -1.6496 -1.8543 -0.8396
H: 0.2481 -1.4122 1.5449
H: 1.3627 -0.8621 -1.0810
H: 2.2713 0.9734 -0.2386
H: 2.1912 0.2487 1.3801
H: -1.1623 2.0488 1.9860
H: 0.7673 2.3950 2.0167
N: 1.5372 -1.1260 -0.1132
S: -0.6148 0.5172 -1.5526

Results of the natural (NBO) charge analysis, in e, for atoms 1 through 4: -0.3418 -0.3468 -0.0514 -0.2851

=====

No. 7
Below is a molecular structure, C16H28AsF12N7O5Se2W in a non-equilibrium geometry, with properties calculated with ωB97M-V/def2-TZVPD.

## Properties
total charge	+1
ΔE to the lowest compared entry with this formula, charge and spin	202.4	kJ/mol
2S+1	4
gap between HOMO and LUMO (alpha / beta)	7.133 / 6.261	eV

Element x y z (Å)
W: 0.6862 1.1516 -0.8219
N: -2.3626 1.5651 -2.1390
N: -1.9689 1.9218 -3.4311
C: -0.6613 2.2227 -3.6117
N: -0.2146 2.5241 -4.8264
N: 0.0915 2.2647 -2.5087
N: 1.4251 2.0600 -2.6139
O: 2.0910 2.3915 -1.5605
O: 1.9692 1.6651 -3.6420
H: -3.0786 0.8529 -2.2017
H: -2.7095 2.3627 -1.6123
H: -2.6414 2.3471 -4.0554
H: -0.8025 2.3939 -5.6324
H: 0.7876 2.5002 -4.9566
O: 4.2689 1.4142 2.8752
C: 4.5115 0.1504 3.4438
C: 3.3097 -0.7830 3.1943
C: 3.6408 -2.1425 3.8560
O: 2.6428 -3.1096 3.6078
C: 3.0692 -1.0600 1.7088
Se: 2.5421 0.6085 0.7284
C: 2.0192 -0.2142 3.7812
Se: 1.2511 1.2155 2.6289
H: 5.0053 2.0058 3.0616
H: 4.6637 0.2455 4.5261
H: 5.4061 -0.3042 2.9995
H: 3.7933 -1.9860 4.9267
H: 4.5773 -2.5135 3.4294
H: 2.1432 -3.2907 4.4069
H: 2.2937 -1.8136 1.6056
H: 3.9785 -1.4055 1.2175
H: 2.1904 0.2239 4.7644
H: 1.2717 -1.0016 3.8561
F: 0.9261 3.0546 0.5451
As: -0.5235 4.2163 0.8541
F: -1.5699 2.8029 0.6151
F: -0.5634 4.3915 -0.8767
F: -1.9363 5.1723 1.0511
F: 0.5462 5.5229 1.0206
F: -0.4089 3.7851 2.5119
N: -0.6950 0.2140 0.1949
C: -1.6742 -0.2238 0.6435
N: -2.7611 -0.6669 1.1584
C: -3.1778 -2.0679 1.0144
C: -4.3673 -2.1413 0.0612
C: -5.5093 -1.2531 0.5605
C: -5.0237 0.1841 0.7706
C: -3.8060 0.2203 1.6904
H: -3.4595 -2.4422 2.0015
H: -2.3399 -2.6536 0.6388
H: -4.7016 -3.1764 -0.0110
H: -4.0532 -1.8209 -0.9364
H: -5.8914 -1.6520 1.5038
H: -6.3322 -1.2621 -0.1549
H: -5.8185 0.7825 1.2166
H: -4.7659 0.6391 -0.1906
H: -4.0748 -0.1522 2.6821
H: -3.4139 1.2322 1.7865
C: 0.4546 -2.2551 -3.7369
C: 1.1906 -1.5678 -2.5905
O: 0.5471 -0.3801 -2.2457
C: 1.2867 -2.5440 -1.3527
F: 0.8593 -3.7805 -1.6186
F: 0.5138 -2.0979 -0.3387
F: 2.5168 -2.6528 -0.8294
C: 2.6560 -1.2546 -3.0549
F: 3.1974 -0.3416 -2.2129
F: 2.6917 -0.7599 -4.2868
F: 3.4705 -2.3152 -3.0462
H: -0.5543 -2.5065 -3.4178
H: 0.9750 -3.1554 -4.0568
H: 0.4000 -1.5568 -4.5682

Results of the Löwdin charge analysis, in e, for atoms 1 through 4: 1.4188 0.0540 0.0166 -0.3552

=====

No. 8
Below is a molecular structure, C2H9NO in a non-equilibrium geometry, with properties calculated with ωB97M-V/def2-TZVPD.

## Properties
total charge	0
ΔE to the lowest compared entry with this formula, charge and spin	132.9	kJ/mol
gap between HOMO and LUMO	9.662	eV

Element x y z (Å)
H: 1.7627 0.3240 -0.4365
O: 2.7161 0.7790 -1.1000
N: 0.6821 -0.3218 0.0183
H: 2.3640 0.7459 -2.0300
H: 0.5364 -0.7014 -0.9352
C: -0.4571 0.5167 0.4879
H: -0.5248 1.4086 -0.0930
H: -0.2213 0.8678 1.5615
H: 0.9136 -1.1393 0.5806
C: -1.7205 -0.4443 0.5645
H: -2.5242 -0.0720 1.0229
H: -2.1075 -0.5589 -0.5034
H: -1.4193 -1.4041 0.8625

Results of the natural (NBO) charge analysis, in e, for atoms 1 through 4: 0.4658 -1.0887 -0.7970 0.4288

=====

| no. | DFT total energy (Eh) |
| --- | --- |
| 1 | -676.72387 |
| 2 | -1577.31735 |
| 3 | -1071.18607 |
| 4 | -5206.34753 |
| 5 | -2193.22454 |
| 6 | -686.77131 |
| 7 | -9689.85019 |
| 8 | -211.53445 |